1.
Here is the molecule C3H6N2O2 from the Open Molecules 2025 dataset. Energies are from wB97M-V/def2-TZVPD.

```
13
Properties=species:S:1:pos:R:3
H -0.467 1.720 -1.739
N -0.266 1.270 -0.860
C -1.210 1.391 -0.027
O -1.143 0.756 1.149
C -0.414 -0.614 1.042
C 0.655 -1.111 0.036
N 1.769 -0.468 -0.419
O 0.479 -2.310 -0.107
H -2.118 1.981 -0.238
H 0.000 -0.941 2.014
H -1.296 -1.182 0.827
H 2.322 -1.014 -1.073
H 1.688 0.522 -0.605
```

## Properties
lowest unoccupied orbital energy: 0.86 eV
calculated total energy: -10282.43606 eV
energy above the lowest of the compared OMol25 structures with the same formula, charge and spin: 227.8 kJ/mol
largest force on an atom: 1.5 eV/A
frontier orbital gap: 10.74 eV
2S+1: 1
HOMO energy: -9.883 eV



2.
Here is a structure of composition C12H25O4S4SbTc from the Open Molecules 2025 dataset. Energies are from wB97M-V/def2-TZVPD.

```
47
Properties=species:S:1:pos:R:3
Tc -1.516 0.599 -0.003
C 0.606 2.646 1.115
C -0.082 1.943 2.255
O -0.418 0.576 1.856
C 0.470 -0.478 2.278
C 1.603 -0.763 1.330
O 1.096 -1.279 0.033
C 1.782 -0.779 -1.193
C 0.768 -0.539 -2.275
O -0.223 0.431 -1.900
C -0.068 1.792 -2.392
C 0.575 2.622 -1.317
O -0.139 2.331 -0.089
H 1.638 2.317 0.977
H 0.605 3.725 1.276
H -1.030 2.411 2.508
H 0.543 1.923 3.148
H -0.154 -1.349 2.470
H 0.924 -0.188 3.229
H 2.279 -1.514 1.740
H 2.167 0.132 1.084
H 2.517 -1.530 -1.475
H 2.292 0.133 -0.894
H 0.244 -1.449 -2.564
H 1.314 -0.183 -3.152
H -1.074 2.138 -2.630
H 0.524 1.810 -3.307
H 0.507 3.688 -1.538
H 1.625 2.359 -1.170
S -5.075 -0.393 1.044
Sb -5.146 1.980 0.933
S -2.969 2.420 0.483
S -3.057 -0.908 1.006
S -2.553 -1.252 -0.910
C 2.359 -4.214 -1.411
C 2.122 -3.622 -0.018
C 2.039 -4.733 1.036
C 0.836 -2.804 0.043
H 3.268 -4.812 -1.414
H 2.471 -3.465 -2.199
H 1.534 -4.873 -1.689
H 2.966 -2.971 0.244
H 1.189 -5.391 0.845
H 1.942 -4.331 2.047
H 2.938 -5.345 1.003
H 0.268 -2.927 0.961
H 0.172 -2.953 -0.807
```

## Properties
net charge: +3
lowest unoccupied orbital energy (spin up / spin down): -10.91 / -10.92 eV
calculated total energy: -73087.44500 eV
energy above the lowest of the compared OMol25 structures with the same formula, charge and spin: 0.0 kJ/mol
largest force on an atom: 0.7 eV/A
frontier orbital gap (spin up / spin down): 6.75 / 6.75 eV
2S+1: 1
HOMO energy (spin up / spin down): -17.663 / -17.665 eV



3.
Here is a structure of composition C19H40OsP2 from the Open Molecules 2025 dataset. Energies are from wB97M-V/def2-TZVPD.

```
62
Properties=species:S:1:pos:R:3
P 0.419 -2.148 -2.096
P 0.465 1.703 -2.263
C 0.012 -0.893 -3.406
C 0.970 0.317 -3.419
H -1.043 -0.588 -3.287
H 0.089 -1.432 -4.365
H 2.016 0.028 -3.210
H 0.969 0.727 -4.456
C -0.624 2.627 -3.490
H -0.992 3.552 -3.008
H -1.519 2.018 -3.730
H -0.133 2.885 -4.425
C 1.911 2.798 -2.207
H 2.002 3.389 -3.122
H 2.823 2.212 -2.096
H 1.829 3.478 -1.363
C -0.594 -3.549 -2.723
H -0.438 -4.432 -2.081
H -0.278 -3.824 -3.747
H -1.666 -3.318 -2.739
C 2.070 -2.682 -2.683
H 2.769 -1.843 -2.808
H 1.956 -3.164 -3.673
H 2.508 -3.415 -1.998
Os 1.664 -0.274 2.868
C -0.728 1.983 -0.948
C -2.172 2.006 -0.856
C -2.981 0.796 -1.001
C -2.827 -0.337 0.066
C -2.061 -1.458 -0.472
C -0.674 -1.591 -0.731
C 0.372 -0.467 -0.099
C -0.145 0.909 0.217
C 1.550 -2.192 3.403
H -0.358 2.934 -0.511
H -2.611 2.866 -0.320
H -2.751 0.312 -1.963
H -4.056 1.040 -1.040
H -2.443 0.087 0.986
H -3.808 -0.715 0.341
H -2.606 -2.398 -0.592
H -0.434 -2.519 -0.150
H 1.277 -0.379 -0.710
H 0.844 -0.912 0.859
H -0.972 0.823 0.906
H 0.628 1.436 0.809
H 2.499 -2.372 3.902
H 1.599 -2.646 2.397
H 0.700 -2.626 3.974
C 1.797 0.470 4.809
C 0.263 0.490 4.718
C -0.439 1.637 5.471
C -0.158 0.551 3.259
H 2.149 1.506 4.902
H 2.702 -0.151 4.127
H 2.042 -0.054 5.733
H -0.163 -0.416 5.135
H -0.134 2.599 5.101
H -1.525 1.552 5.332
H -0.268 1.591 6.543
H -0.972 -0.124 2.969
H -0.324 1.594 2.961
```

## Properties
net charge: +2
lowest unoccupied orbital energy (spin up / spin down): -6.76 / -6.98 eV
calculated total energy: -41368.75781 eV
energy above the lowest of the compared OMol25 structures with the same formula, charge and spin: 630.8 kJ/mol
largest force on an atom: 6.5 eV/A
⟨S²⟩: 6.03
frontier orbital gap (spin up / spin down): 4.01 / 5.60 eV
2S+1: 5
HOMO energy (spin up / spin down): -10.764 / -12.582 eV



4.
Here is the molecule C6H10ClN3 from the Open Molecules 2025 dataset. Energies are from wB97M-V/def2-TZVPD.

```
20
Properties=species:S:1:pos:R:3
C 1.117 1.395 1.093
C 1.300 -1.141 -0.371
C -0.075 0.562 1.339
C 2.449 -0.240 -0.019
C -0.526 -0.381 0.196
C -2.491 0.788 -1.022
N 2.225 1.081 0.588
N 1.467 -2.196 -0.976
N -1.230 0.068 -0.941
Cl -1.318 -1.827 0.972
H 0.988 2.478 1.579
H 0.043 -0.230 2.209
H -0.884 1.175 1.642
H 3.283 -0.856 0.600
H 2.884 0.015 -0.995
H -3.450 0.103 -1.036
H -2.724 1.241 -0.106
H -2.535 1.423 -1.877
H 0.654 -2.735 -1.333
H -1.177 -0.721 -1.544
```

## Properties
lowest unoccupied orbital energy: 0.74 eV
calculated total energy: -23373.37926 eV
energy above the lowest of the compared OMol25 structures with the same formula, charge and spin: 291.9 kJ/mol
largest force on an atom: 3.8 eV/A
frontier orbital gap: 9.24 eV
2S+1: 1
HOMO energy: -8.507 eV



- The highest 2S+1 belongs to which entry?
  C19H40OsP2